Molecular formula: C34H53NO14
Method: DFT, the ωB97M-V functional and the def2-TZVPD basis

- DFT total energy: -2435.32872 Eh
- Frontier orbital gap: 8.810 eV
- SMILES: c1cc[nH]c1.O=C1CCCO1.O=C1CCCO1.O=C1CCCO1.O=C1CCCO1.O=C1CCCO1.O=C1CCCO1.CC(C)=O.CC(C)=O
- LUMO: 0.289 eV
- Max |F|: 6.38 eV/Å

```
! wB97M-V def2-TZVPD RIJCOSX def2/J DEFGRID3
* xyz 0 1
C 6.001 -2.705 -2.320
C 6.067 -3.562 -1.230
C 5.399 -3.024 -0.226
N 4.788 -1.869 -0.749
C 5.108 -1.697 -2.084
H 6.504 -2.860 -3.263
H 6.693 -4.434 -1.106
H 5.209 -3.403 0.767
H 4.226 -1.263 -0.168
H 4.669 -0.900 -2.666
O -3.584 -0.006 1.985
C -4.188 -0.507 2.941
C -4.371 -2.024 3.165
C -4.898 -2.046 4.462
C -5.256 -0.646 4.916
O -4.776 0.224 3.910
H -5.124 -2.438 2.494
H -3.444 -2.567 3.347
H -5.828 -2.613 4.487
H -4.296 -2.519 5.239
H -6.344 -0.675 4.855
H -5.014 -0.495 5.968
O 1.113 2.385 -2.699
C 2.243 2.617 -3.178
C 3.139 1.605 -3.659
C 4.478 2.350 -3.846
C 4.321 3.726 -3.168
O 2.906 3.825 -2.977
H 3.374 0.844 -2.915
H 2.757 1.078 -4.533
H 5.399 1.779 -3.730
H 4.582 2.501 -4.921
H 4.831 3.526 -2.226
H 4.642 4.564 -3.787
O 2.050 -0.611 4.921
C 2.799 -0.304 4.007
C 3.535 -1.375 3.233
C 4.599 -0.471 2.533
C 4.218 0.966 2.668
O 3.237 0.976 3.644
H 3.984 -2.082 3.931
H 2.805 -1.798 2.543
H 5.644 -0.592 2.820
H 4.312 -0.656 1.498
H 5.096 1.469 3.075
H 3.963 1.442 1.721
O 2.321 0.272 -0.715
C 1.204 0.026 -0.133
C -0.148 -0.294 -0.760
C -0.715 -1.072 0.439
C -0.130 -0.519 1.698
O 1.067 0.058 1.216
H -0.711 0.622 -0.937
H 0.063 -0.819 -1.691
H -1.802 -1.029 0.494
H -0.453 -2.129 0.374
H -0.693 0.264 2.206
H 0.014 -1.325 2.417
O -6.238 -2.983 -1.359
C -5.565 -1.877 -1.407
C -4.086 -1.787 -1.571
C -4.012 -0.325 -2.029
C -5.017 0.277 -1.061
O -6.073 -0.653 -1.193
H -3.560 -1.987 -0.638
H -3.655 -2.523 -2.250
H -2.990 0.025 -1.888
H -4.388 -0.213 -3.046
H -4.680 0.373 -0.028
H -5.422 1.273 -1.241
O -0.870 1.638 -4.591
C -1.411 2.765 -4.405
C -2.401 3.106 -3.377
C -2.319 4.627 -3.424
C -1.565 5.030 -4.667
O -0.978 3.822 -5.124
H -3.412 2.829 -3.676
H -2.223 2.718 -2.374
H -3.224 5.201 -3.225
H -1.709 4.955 -2.582
H -2.172 5.659 -5.319
H -0.681 5.623 -4.434
C -0.567 1.759 5.072
C -1.786 2.570 4.694
C -1.512 3.812 3.829
O -2.884 2.232 5.089
H -0.584 0.750 4.662
H -0.737 1.600 6.137
H 0.354 2.321 4.919
H -0.881 4.571 4.291
H -2.422 4.128 3.319
H -0.785 3.563 3.055
C 0.852 -3.716 -2.362
C -0.310 -4.245 -1.532
C 0.020 -5.361 -0.485
O -1.447 -3.948 -1.727
H 1.241 -4.349 -3.159
H 1.713 -3.417 -1.765
H 0.461 -2.793 -2.789
H 0.737 -4.965 0.233
H 0.393 -6.217 -1.047
H -0.790 -5.656 0.183
*
```

These are the Mulliken partial charges, in e, on atoms 1 to 8: number 1, C, carries -0.702; number 2, C, carries -0.523; number 3, C, carries -0.486; number 4, N, carries 0.237; number 5, C, carries -0.081; number 6, H, carries 0.405; number 7, H, carries 0.413; number 8, H, carries 0.377

---

Molecular formula: C34H55AsF6O3PdSbSe
Method: DFT, the ωB97M-V functional and the def2-TZVPD basis

- DFT total energy: -7158.70246 Eh
- Frontier orbital gap (spin up / spin down): 4.546 / 4.313 eV
- ⟨S²⟩: 1.037
- LUMO (spin up / spin down): -2.764 / -2.879 eV
- Max |F|: 4.59 eV/Å

```
! wB97M-V def2-TZVPD RIJCOSX def2/J DEFGRID3
* xyz 0 2
Pd -0.511 -0.555 -0.045
C 5.084 -5.008 -2.997
C 5.092 -3.496 -3.273
C 5.285 -3.253 -4.778
C 6.267 -2.858 -2.529
C 3.764 -2.895 -2.841
C 3.647 -2.001 -1.778
C 2.435 -1.414 -1.508
Se 2.144 -0.148 -0.066
C 2.409 -1.381 1.408
C 3.634 -1.943 1.664
C 3.789 -2.826 2.729
C 2.650 -3.155 3.470
C 1.398 -2.624 3.250
C 1.251 -1.635 2.214
O 0.177 -1.001 2.002
C 0.229 -3.140 4.076
C -1.112 -2.472 3.765
C 0.512 -2.919 5.570
C 0.082 -4.647 3.804
C 5.131 -3.426 3.099
C 5.111 -4.934 2.810
C 6.284 -2.794 2.312
C 5.381 -3.211 4.599
C 1.261 -1.640 -2.299
O 0.246 -0.896 -2.125
C 1.346 -2.688 -3.276
C 2.592 -3.230 -3.527
C 0.138 -3.174 -4.073
C 0.274 -2.723 -5.535
C 0.077 -4.710 -4.033
C -1.193 -2.655 -3.523
H 6.030 -5.453 -3.299
H 4.288 -5.503 -3.546
H 4.938 -5.198 -1.936
H 6.272 -3.586 -5.088
H 5.188 -2.194 -5.007
H 4.553 -3.796 -5.370
H 7.207 -3.248 -2.911
H 6.220 -3.082 -1.467
H 6.265 -1.779 -2.665
H 4.494 -1.732 -1.169
H 4.463 -1.671 1.033
H 2.761 -3.878 4.263
H -1.068 -1.409 3.990
H -1.892 -2.927 4.378
H -1.378 -2.592 2.716
H 0.709 -1.868 5.766
H 1.365 -3.497 5.913
H -0.358 -3.216 6.154
H -0.120 -4.817 2.751
H -0.746 -5.043 4.388
H 0.981 -5.197 4.069
H 4.927 -5.126 1.754
H 4.337 -5.431 3.390
H 6.073 -5.365 3.080
H 6.213 -3.034 1.253
H 7.233 -3.181 2.675
H 6.291 -1.714 2.433
H 4.664 -3.768 5.194
H 5.294 -2.157 4.850
H 6.377 -3.557 4.865
H 2.672 -3.959 -4.320
H 1.153 -3.160 -6.002
H 0.352 -1.642 -5.598
H -0.602 -3.033 -6.099
H 0.977 -5.169 -4.432
H -0.764 -5.056 -4.631
H -0.066 -5.062 -3.015
H -1.290 -1.584 -3.681
H -1.268 -2.850 -2.448
H -2.013 -3.155 -4.036
C -4.303 -1.141 -0.796
Sb -2.924 0.376 -0.116
C -3.816 0.731 1.824
C -3.768 1.966 -1.316
H -5.282 -0.711 -0.968
H -4.386 -1.920 -0.047
H -3.929 -1.568 -1.721
H -4.894 0.792 1.713
H -3.428 1.658 2.236
H -3.558 -0.096 2.483
H -4.825 2.031 -1.077
H -3.639 1.717 -2.366
H -3.280 2.912 -1.103
F 0.141 1.589 1.289
As -0.130 2.974 0.190
F 0.164 4.105 1.471
F -1.830 2.872 0.728
F -0.574 4.245 -0.908
F -0.444 1.805 -1.145
F 1.548 2.974 -0.268
C 1.013 -4.462 -0.197
O 0.458 -3.226 0.228
C -0.829 -2.875 -0.120
C -1.958 -3.836 0.078
H 0.331 -5.298 -0.010
H 1.925 -4.592 0.382
H 1.257 -4.430 -1.263
H -1.687 -4.850 -0.243
H -2.818 -3.528 -0.510
H -2.270 -3.899 1.129
*
```

These are the Mulliken partial charges, in e, on atoms 1 to 8: number 1, Pd, carries 1.707; number 2, C, carries -1.554; number 3, C, carries 2.190; number 4, C, carries -1.768; number 5, C, carries -2.058; number 6, C, carries -0.566; number 7, C, carries -0.342; number 8, C, carries -0.115

---

Molecular formula: C34H55OSi
Method: DFT, the ωB97M-V functional and the def2-TZVPD basis

- DFT total energy: -1693.04173 Eh
- Frontier orbital gap: 5.005 eV
- LUMO: -5.362 eV
- Max |F|: 1.54 eV/Å

```
! wB97M-V def2-TZVPD RIJCOSX def2/J DEFGRID3
* xyz 1 1
C 0.276 -3.365 -0.375
C 0.253 -4.517 -1.358
C 1.059 -4.209 -2.605
Si -1.524 -5.107 -1.756
C -1.803 -5.211 -3.647
C -2.909 -4.302 -4.152
C -2.022 -6.640 -4.106
C -1.813 -6.823 -0.964
C -3.011 -6.791 -0.037
C -0.584 -7.387 -0.275
O -2.648 -4.066 -1.039
C -2.645 -2.723 -1.319
C -2.446 -1.729 -0.448
C -2.450 -0.311 -0.870
H 1.284 -3.174 -0.003
H -0.070 -2.447 -0.851
H -0.366 -3.561 0.484
H 0.696 -5.394 -0.868
H 2.082 -3.925 -2.352
H 1.116 -5.071 -3.270
H 0.619 -3.378 -3.159
H -0.850 -4.857 -4.060
H -3.118 -4.486 -5.207
H -3.834 -4.466 -3.597
H -2.639 -3.250 -4.071
H -2.064 -6.701 -5.194
H -1.218 -7.297 -3.774
H -2.967 -7.031 -3.725
H -2.054 -7.462 -1.823
H -3.236 -7.784 0.357
H -2.824 -6.130 0.811
H -3.901 -6.422 -0.549
H -0.771 -8.394 0.102
H 0.266 -7.448 -0.954
H -0.296 -6.770 0.578
H -2.815 -2.460 -2.351
H -2.267 -1.980 0.585
H -2.085 0.347 -0.080
H -1.818 -0.147 -1.747
H -3.461 0.011 -1.125
C 6.433 5.081 0.689
C 5.156 4.385 0.353
C 4.088 5.088 -0.173
C 2.877 4.481 -0.481
C 1.827 5.373 -1.062
C 2.719 3.106 -0.242
C 1.432 2.364 -0.576
C 1.190 2.284 -2.085
C 0.188 2.878 0.181
C 0.299 2.828 1.660
C -0.594 3.357 2.580
C -0.287 3.234 3.986
C 0.971 2.576 4.450
C -1.152 3.743 4.927
C -2.326 4.395 4.572
C -3.234 4.932 5.621
C -2.627 4.534 3.223
C -1.819 4.040 2.225
C -2.267 4.271 0.820
C 3.806 2.381 0.275
C 3.735 0.906 0.501
C 4.999 3.029 0.564
H 7.177 4.386 1.079
H 6.862 5.564 -0.189
H 6.271 5.849 1.445
H 4.210 6.142 -0.356
H 0.958 4.840 -1.430
H 1.481 6.097 -0.324
H 2.227 5.938 -1.905
H 1.565 1.327 -0.230
H 2.051 1.851 -2.594
H 0.314 1.674 -2.316
H 1.018 3.264 -2.525
H -0.013 3.905 -0.119
H -0.678 2.287 -0.134
H 1.159 2.307 2.037
H 1.074 2.634 5.535
H 0.988 1.519 4.179
H 1.851 3.057 4.019
H -0.914 3.644 5.971
H -4.113 5.410 5.186
H -3.583 4.135 6.280
H -2.723 5.675 6.237
H -3.530 5.053 2.953
H -3.267 4.708 0.791
H -1.611 4.971 0.303
H -2.323 3.340 0.256
H 4.677 0.515 0.890
H 2.959 0.653 1.223
H 3.529 0.380 -0.432
H 5.832 2.466 0.954
*
```

These are the Mulliken partial charges, in e, on atoms 1 to 8: number 1, C, carries -1.866; number 2, C, carries 1.275; number 3, C, carries -1.883; number 4, Si, carries -0.205; number 5, C, carries 1.174; number 6, C, carries -1.770; number 7, C, carries -1.914; number 8, C, carries 0.929

---

Molecular formula: C34H56N6OSSbSiTa
Method: DFT, the ωB97M-V functional and the def2-TZVPD basis

- DFT total energy: -2716.57933 Eh
- Frontier orbital gap: 4.580 eV
- LUMO: -12.998 eV
- Max |F|: 2.35 eV/Å

```
! wB97M-V def2-TZVPD RIJCOSX def2/J DEFGRID3
* xyz 4 1
Ta -0.152 -0.266 0.570
C 3.460 0.462 -1.358
C 3.369 0.216 0.110
C 4.463 0.392 0.957
C 4.342 0.150 2.314
C 3.122 -0.271 2.847
C 2.094 -0.441 1.958
N 2.213 -0.218 0.634
N 0.760 -0.813 2.215
Si 0.137 -1.592 3.775
C 1.120 -3.154 3.923
C -1.636 -1.875 3.261
C 0.194 -0.450 5.219
H 4.172 -0.234 -1.806
H 3.841 1.466 -1.552
H 2.494 0.344 -1.846
H 5.401 0.726 0.534
H 5.193 0.296 2.967
H 2.991 -0.444 3.906
H 1.368 -3.575 2.948
H 0.555 -3.897 4.491
H 2.053 -2.988 4.464
H -1.757 -2.527 2.389
H -2.168 -0.933 3.096
H -2.157 -2.368 4.088
H 1.200 -0.264 5.596
H -0.363 -0.937 6.025
H -0.284 0.511 5.023
C 2.209 5.657 -2.526
C 0.785 6.115 -2.232
C -0.262 5.037 -2.500
N -0.044 3.813 -1.675
C 0.059 3.680 -0.379
S 0.775 2.186 0.265
N -0.250 4.624 0.521
C -1.392 5.537 0.414
O -2.258 5.240 -0.367
C -1.358 6.683 1.314
C -0.220 7.045 2.044
C -0.255 8.157 2.863
C -1.417 8.917 2.952
C -2.547 8.568 2.220
C -2.520 7.457 1.400
H 2.906 6.484 -2.410
H 2.300 5.292 -3.551
H 2.529 4.863 -1.844
H 0.522 6.959 -2.872
H 0.709 6.472 -1.203
H -0.200 4.696 -3.532
H -1.265 5.408 -2.323
H 0.214 2.989 -2.200
H 0.156 4.523 1.441
H 0.712 6.499 1.951
H 0.623 8.441 3.426
H -1.437 9.790 3.590
H -3.446 9.163 2.290
H -3.387 7.181 0.814
N -6.216 1.543 0.383
C -4.966 1.137 0.383
C -3.892 2.008 0.031
C -2.620 1.552 0.047
N -2.278 0.259 0.390
C -3.315 -0.580 0.729
C -4.612 -0.201 0.733
H -6.462 2.499 0.171
H -6.976 0.918 0.611
H -4.086 3.034 -0.253
H -1.813 2.211 -0.230
H -3.052 -1.593 0.996
H -5.375 -0.917 1.009
C -0.635 -5.351 1.609
C 0.440 -5.043 0.591
C 0.648 -6.094 -0.478
Sb -0.123 -3.152 -0.517
C 1.279 -2.838 -2.176
C 0.990 -3.754 -3.360
C 2.687 -3.016 -1.618
C -2.119 -3.266 -1.411
C -2.276 -2.126 -2.408
C -2.324 -4.647 -2.030
H -0.305 -6.224 2.180
H -1.581 -5.624 1.138
H -0.799 -4.544 2.321
H 1.381 -4.728 1.041
H -0.266 -6.353 -1.010
H 0.977 -7.002 0.039
H 1.432 -5.842 -1.189
H 1.099 -1.797 -2.455
H 1.093 -4.808 -3.106
H 1.722 -3.541 -4.143
H 0.006 -3.592 -3.795
H 2.857 -4.035 -1.268
H 2.901 -2.331 -0.797
H 3.414 -2.833 -2.413
H -2.805 -3.147 -0.570
H -1.611 -2.240 -3.263
H -2.108 -1.140 -1.963
H -3.297 -2.129 -2.796
H -1.616 -4.856 -2.831
H -3.326 -4.688 -2.463
H -2.267 -5.443 -1.289
*
```

These are the Mulliken partial charges, in e, on atoms 1 to 8: number 1, Ta, carries 0.267; number 2, C, carries -1.402; number 3, C, carries 0.505; number 4, C, carries -0.853; number 5, C, carries -0.832; number 6, C, carries -0.554; number 7, C, carries 0.533; number 8, N, carries 0.517